Entry 1:
This record from the Open Molecules 2025 dataset describes 2 unconnected molecules or ions with the total composition C4H9NO. The level of theory is ωB97M-V/def2-TZVPD.

Properties
orbital gap: 0.34263 Eh
ΔE to the lowest compared entry with this formula, charge and spin: 287.7 kJ/mol
E_HOMO: -8.4491 eV
electronic energy: -287.72288 hartree

ORCA input file:
```
! RIJCOSX wB97M-V def2-TZVPD def2/J DEFGRID3
* xyz 0 1
C 3.44 -0.20 -0.27
C 2.41 0.34 -0.85
N 1.86 1.56 -0.50
H 3.85 0.14 0.66
H 3.97 -0.98 -0.81
H 2.24 0.02 -1.87
H 2.41 2.11 0.12
H 0.97 1.80 -0.89
C -3.60 -0.30 1.08
C -2.50 -0.98 0.79
O -1.63 -0.62 -0.20
H -4.29 -0.46 1.89
H -3.74 0.67 0.61
H -2.20 -1.78 1.47
H -0.77 -0.46 0.21
*
```

---

Entry 2:
This record from the Open Molecules 2025 dataset describes a single C4H9NO molecule. The level of theory is ωB97M-V/def2-TZVPD.

Properties
orbital gap: 0.38889 Eh
ΔE to the lowest compared entry with this formula, charge and spin: 184.4 kJ/mol
E_HOMO: -9.5915 eV
electronic energy: -287.76223 hartree

ORCA input file:
```
! RIJCOSX wB97M-V def2-TZVPD def2/J DEFGRID3
* xyz 0 1
C -1.31 -0.97 -0.01
C -0.11 -0.03 0.00
C 1.09 -0.50 -0.81
O 2.22 0.30 -0.56
C -0.32 1.42 0.19
N 0.30 0.62 1.25
H -2.25 -0.44 -0.18
H -1.20 -1.72 -0.80
H -1.40 -1.53 0.93
H 1.29 -1.56 -0.58
H 0.87 -0.43 -1.88
H 2.17 0.51 0.39
H -1.34 1.76 0.34
H 0.34 2.13 -0.30
H -0.35 0.44 2.01
*
```

---

Entry 3:
This record from the Open Molecules 2025 dataset describes a molecular structure, C20H29B2F8N9O9V2. The level of theory is ωB97M-V/def2-TZVPD.

Properties
orbital gap (alpha / beta): 0.22984 / 0.23006 Eh
E_HOMO (alpha / beta): -5.3944 / -5.4007 eV
electronic energy: -4686.68931 hartree

ORCA input file:
```
! RIJCOSX wB97M-V def2-TZVPD def2/J DEFGRID3
* xyz -1 2
O 1.76 -3.46 -1.39
V 2.11 -2.01 -1.96
O 3.70 -1.92 -2.05
O 0.34 3.77 -1.65
V -0.42 2.45 -2.10
B 1.05 0.84 -3.70
F 1.34 1.88 -2.89
F -0.23 0.56 -3.40
F 1.25 1.25 -4.98
F 1.83 -0.21 -3.46
B -3.13 2.66 -1.72
F -2.47 1.61 -2.41
F -2.23 3.66 -1.28
F -4.05 3.23 -2.55
F -3.78 2.14 -0.62
O 0.31 0.03 1.50
C 0.52 0.19 0.19
O 1.14 -0.66 -0.46
O 0.06 1.20 -0.42
H 0.84 -0.74 1.73
O -0.62 3.27 -6.22
C -1.36 3.57 -5.13
O -2.49 4.10 -5.25
O -0.95 3.40 -3.98
H -1.33 3.60 -6.78
C 2.85 3.03 2.48
C 2.50 4.00 1.42
N 2.14 4.74 0.61
H 3.94 2.98 2.45
H 2.37 2.05 2.48
H 2.64 3.46 3.46
C 0.52 -5.00 2.92
C 1.13 -3.77 2.38
N 1.59 -2.82 1.95
H 1.32 -5.68 3.20
H -0.17 -5.46 2.21
H -0.03 -4.74 3.82
C -1.43 2.79 2.95
C -0.58 1.97 3.84
N -0.01 1.43 4.69
H -2.50 2.59 3.04
H -0.98 2.74 1.96
H -1.40 3.81 3.34
C 3.79 4.56 -3.57
C 3.22 3.98 -4.83
N 2.73 3.56 -5.77
H 3.11 4.36 -2.74
H 3.78 5.63 -3.74
H 4.71 4.00 -3.41
C -0.32 -3.27 -5.57
C 0.89 -3.18 -4.86
N 1.88 -3.16 -4.26
H -0.01 -3.17 -6.61
H -0.92 -2.50 -5.08
H -0.80 -4.25 -5.47
C -0.89 -2.09 6.22
C -1.80 -2.25 5.04
N -2.56 -2.33 4.19
H -0.01 -2.70 6.03
H -1.32 -2.34 7.19
H -0.50 -1.07 6.23
C -4.56 -0.21 2.53
C -5.45 -0.14 3.71
N -6.04 -0.03 4.71
H -4.59 -1.24 2.18
H -3.55 0.19 2.68
H -5.04 0.39 1.75
C -3.06 -1.39 -1.79
C -1.69 -1.91 -2.17
N -0.64 -2.36 -2.35
H -3.42 -2.25 -1.22
H -3.82 -1.31 -2.56
H -3.12 -0.48 -1.19
C 4.08 -4.31 4.03
C 3.15 -4.13 5.17
N 2.46 -4.07 6.08
H 3.73 -4.93 3.20
H 5.02 -4.72 4.40
H 4.48 -3.39 3.60
*
```

---

Number 1: largest force on an atom 2.229 eV Å⁻¹. Number 2: largest force on an atom 0.355 eV Å⁻¹. Number 3: largest force on an atom 5.687 eV Å⁻¹.